The following is a DFT calculation (ωB97M-V/def2-TZVPD) of a structure of composition C52H43BaClN3O4PSi.

Calculated values
HOMO = -7.14 eV
E_tot = -97666.092 eV
Maximum force = 1.2 eV Å⁻¹
Charge = 0
2S+1 = 1
Kohn-Sham gap = 5.97 eV

XYZ file:
```
106
Properties=species:S:1:pos:R:3:forces:R:3
Ba -0.3085 -0.3862 -0.1714 0.960 0.059 -0.246
O -1.6421 1.7023 0.9120 0.342 -0.242 0.383
C -2.0560 1.6825 2.1518 0.221 0.042 -0.007
C -2.7158 2.8010 2.7016 -0.015 0.080 0.275
C -3.0687 2.8483 4.0355 0.006 0.072 -0.119
C -2.7646 1.7925 4.8893 0.077 -0.190 0.018
C -2.1409 0.6689 4.3713 -0.062 0.192 0.051
C -1.7989 0.5859 3.0213 -0.367 -0.429 0.151
C -1.3110 -0.7528 2.5382 -0.537 0.189 -0.264
N -1.8966 -1.5378 1.7216 -0.577 0.119 -0.053
C -3.2272 -1.2551 1.1170 0.384 -0.063 -0.127
C -3.3679 -1.7857 -0.3492 0.059 0.364 -0.056
N -2.5961 -1.0164 -1.3348 0.037 -0.078 0.561
C -2.9824 -0.8174 -2.5269 0.112 0.063 -0.096
C -2.2284 -0.1352 -3.5971 -0.146 -0.123 0.150
C -2.9071 -0.0398 -4.8172 0.099 0.080 -0.160
C -2.3286 0.5074 -5.9466 -0.196 -0.088 0.059
C -1.0122 0.9545 -5.8621 0.235 0.080 0.043
C -0.3065 0.8869 -4.6799 -0.145 -0.045 -0.184
C -0.8812 0.3670 -3.4977 -0.426 -0.220 0.193
O -0.2195 0.3507 -2.3929 -0.004 0.271 -1.176
H -2.9372 3.6342 2.0448 0.031 -0.003 -0.045
H -3.5777 3.7219 4.4245 -0.009 0.023 -0.014
H -3.0294 1.8381 5.9370 0.005 -0.011 0.005
H -1.9255 -0.1743 5.0175 0.002 -0.019 0.007
H -0.3134 -1.0896 2.8513 -0.178 -0.006 0.180
H -3.5086 -0.1997 1.1620 0.040 0.011 0.004
H -3.9271 -1.8183 1.7389 -0.123 0.002 -0.117
H -4.4304 -1.7793 -0.6234 -0.047 -0.074 0.155
H -3.0115 -2.8198 -0.3789 0.027 -0.019 0.017
H -3.9591 -1.1996 -2.8609 -0.036 0.022 0.066
H -3.9207 -0.4239 -4.8718 -0.010 -0.002 -0.003
H -2.8768 0.5619 -6.8768 -0.003 0.004 -0.011
H -0.5245 1.3624 -6.7409 -0.019 -0.004 -0.021
H 0.7169 1.2349 -4.6222 0.027 0.009 0.033
Cl 2.7588 1.1732 -0.9760 -0.132 0.377 0.241
C 3.3654 2.5788 -0.1386 0.053 -0.166 -0.161
C 4.7440 2.7283 -0.1097 -0.090 0.054 0.054
C 5.3086 3.8415 0.4926 0.040 -0.077 -0.046
C 4.5020 4.8125 1.0615 -0.036 0.027 0.021
C 3.1266 4.6610 1.0327 -0.038 0.008 0.016
C 2.5307 3.5481 0.4355 0.072 0.107 0.078
P 0.7353 3.3695 0.5065 0.072 -0.785 -0.094
C 0.1052 3.4515 -1.1661 -0.045 0.177 -0.013
C -1.2562 3.2776 -1.4335 0.075 -0.057 0.074
C -1.7410 3.5492 -2.6999 -0.051 -0.036 0.011
C -0.8908 4.0028 -3.6958 0.020 -0.013 -0.063
C 0.4587 4.1809 -3.4332 0.020 -0.036 0.040
C 0.9609 3.9031 -2.1733 0.037 0.027 -0.039
C 0.0162 4.6730 1.4851 0.143 0.052 0.148
C -0.7083 5.6813 0.8504 -0.136 0.021 -0.022
C -1.2626 6.7055 1.5995 -0.014 -0.014 -0.005
C -1.0990 6.7275 2.9765 0.022 -0.019 0.053
C -0.3712 5.7300 3.6108 -0.040 0.021 -0.033
C 0.1935 4.7044 2.8719 0.000 0.020 0.004
H 5.3575 1.9638 -0.5634 0.039 -0.004 -0.004
H 6.3851 3.9436 0.5102 0.012 0.014 0.008
H 4.9371 5.6850 1.5284 0.008 0.007 0.002
H 2.4967 5.4183 1.4809 0.004 0.006 -0.005
H -1.9011 2.9118 -0.6457 -0.024 0.030 -0.072
H -2.7889 3.3867 -2.9123 -0.015 -0.001 -0.014
H -1.2782 4.1973 -4.6869 -0.007 0.005 -0.010
H 1.1288 4.5261 -4.2085 -0.003 0.001 -0.021
H 2.0141 4.0583 -1.9853 0.023 -0.022 0.046
H -0.8503 5.6638 -0.2216 0.024 -0.018 -0.008
H -1.8249 7.4858 1.1047 -0.003 0.007 -0.005
H -1.5373 7.5269 3.5586 -0.009 0.014 0.009
H -0.2461 5.7456 4.6845 0.003 -0.002 0.018
H 0.7558 3.9360 3.3792 0.033 0.002 -0.018
O 0.6398 1.7560 2.6497 0.156 0.017 0.400
N 0.7873 1.6480 1.4971 -0.496 0.600 -0.481
O 1.3689 -1.9859 0.4146 0.416 -0.754 0.216
Si 1.2756 -3.5825 0.2891 0.030 0.679 -0.156
C 0.0579 -3.9937 -1.1197 0.060 0.012 -0.017
C 0.0057 -3.1639 -2.2514 0.134 -0.060 0.191
C -0.8626 -3.4152 -3.3018 -0.054 0.014 -0.077
C -1.7194 -4.5064 -3.2498 0.010 0.030 -0.015
C -1.6820 -5.3499 -2.1495 -0.008 -0.010 0.004
C -0.8000 -5.0939 -1.1069 -0.085 -0.121 0.080
C 2.9547 -4.3161 -0.1439 -0.077 -0.162 -0.014
C 3.1316 -5.6805 -0.3831 -0.052 -0.041 0.002
C 4.3751 -6.2056 -0.6972 0.021 -0.005 -0.004
C 5.4783 -5.3653 -0.7783 0.013 -0.037 -0.010
C 5.3246 -4.0076 -0.5465 0.042 0.023 -0.005
C 4.0728 -3.4925 -0.2337 0.044 0.111 0.009
C 0.7006 -4.4387 1.8698 0.068 -0.119 -0.036
C -0.6420 -4.5957 2.2162 -0.110 0.074 -0.034
C -1.0221 -5.1738 3.4184 -0.025 -0.007 0.032
C -0.0574 -5.6108 4.3154 -0.020 -0.001 0.012
C 1.2842 -5.4622 3.9981 0.010 -0.004 0.017
C 1.6511 -4.8868 2.7891 0.092 -0.040 0.064
H 0.6704 -2.3078 -2.3267 0.020 -0.016 0.018
H -0.8766 -2.7508 -4.1577 -0.002 0.002 -0.006
H -2.4038 -4.7017 -4.0661 -0.004 -0.001 -0.009
H -2.3361 -6.2123 -2.1035 -0.006 -0.003 0.000
H -0.7858 -5.7732 -0.2615 0.001 0.002 0.012
H 2.2792 -6.3502 -0.3215 -0.013 -0.005 0.002
H 4.4874 -7.2673 -0.8787 0.001 -0.010 -0.003
H 6.4520 -5.7715 -1.0225 0.012 0.006 -0.002
H 6.1822 -3.3484 -0.6094 0.010 0.006 -0.001
H 3.9505 -2.4306 -0.0524 -0.014 0.022 0.006
H -1.4121 -4.2420 1.5417 -0.002 -0.002 -0.014
H -2.0739 -5.2830 3.6552 0.000 -0.005 0.009
H -0.3502 -6.0662 5.2535 -0.001 0.001 0.004
H 2.0470 -5.7992 4.6892 0.002 -0.005 0.006
H 2.7069 -4.7917 2.5602 0.006 0.011 -0.042
```
Positions in Å, forces in eV/Å.

=====

The following is a DFT calculation (ωB97M-V/def2-TZVPD) of a cluster of 3 separate species, C3H12N2O2 in total.

Calculated values
HOMO = -8.34 eV
E_tot = -10379.703 eV
SMILES = CC/N=C\N.O.O
Maximum force = 2.2 eV Å⁻¹
Charge = 0
2S+1 = 1
Kohn-Sham gap = 9.23 eV

XYZ file:
```
19
Properties=species:S:1:pos:R:3:forces:R:3
C -0.6104 0.5053 2.1742 -0.345 1.321 0.069
C -0.0018 1.3340 1.0034 0.552 -1.375 1.117
N 1.3023 0.7792 0.6311 0.435 1.995 -0.931
C 1.3757 0.1096 -0.4444 -0.326 -1.558 0.337
N 0.3410 -0.6338 -0.9836 0.243 0.928 0.007
H -0.6392 1.0360 3.1333 0.308 0.290 -0.244
H 0.0024 -0.3687 2.3830 -0.574 -0.428 -0.424
H -1.6719 0.4073 1.9352 0.110 -1.028 0.176
H 0.1241 2.3691 1.3193 0.129 0.003 -0.185
H -0.6626 1.3107 0.1400 -0.344 0.280 -0.028
H 2.3163 -0.0292 -0.9670 0.272 -0.239 0.278
H -0.5561 -0.3701 -0.6216 -0.371 -0.695 -0.293
H 0.4592 -1.3467 -1.6875 -0.085 0.511 0.098
O -5.6668 -2.9854 0.6989 -0.342 -0.448 -0.706
H -5.8266 -3.5537 -0.0705 0.618 -0.055 0.162
H -6.5590 -2.6534 0.7945 -0.274 0.506 0.540
O 4.1402 1.4140 -2.6140 0.269 0.086 0.240
H 4.4642 1.1582 -1.7448 -0.179 -0.278 0.131
H 4.6462 2.2188 -2.7554 -0.097 0.185 -0.345
```
Positions in Å, forces in eV/Å.

=====

The following is a DFT calculation (ωB97M-V/def2-TZVPD) of a structure of composition CHCaFLiO3.

Calculated values
HOMO (spin up / spin down) = -12.93 / -19.59 eV
E_tot = -28536.076 eV
Maximum force = 2.1 eV Å⁻¹
Charge = +2
2S+1 = 2
Kohn-Sham gap (spin up / spin down) = 4.92 / 11.58 eV

XYZ file:
```
8
Properties=species:S:1:pos:R:3:forces:R:3
Li 1.3784 1.5599 2.6232 0.151 -0.099 0.245
O 0.5906 0.4680 0.1927 1.143 1.329 -1.231
H 1.3133 0.6798 -0.4690 -1.006 -0.206 -0.030
O -0.7625 -0.3350 -1.3845 -0.096 0.304 0.001
O 1.3397 0.1447 1.3661 0.116 -0.200 1.261
C -0.4570 -0.2986 -0.2416 0.175 -1.146 -0.056
F -0.9461 -0.9546 0.7275 -0.190 0.184 0.182
Ca -2.4565 -1.2641 -2.8144 -0.294 -0.167 -0.372
```
Positions in Å, forces in eV/Å.

=====

The following is a DFT calculation (ωB97M-V/def2-TZVPD) of a cluster of 2 separate species, C5H11O2 in total.

Calculated values
HOMO = -2.87 eV
E_tot = -9456.255 eV
Maximum force = 4.3 eV Å⁻¹
Charge = -1
2S+1 = 1
Kohn-Sham gap = 6.57 eV

XYZ file:
```
18
Properties=species:S:1:pos:R:3:forces:R:3
C 0.7595 0.8083 0.1167 4.016 1.041 -1.099
O 1.7037 1.8669 -0.1112 -1.733 -0.762 -0.735
C 0.0052 0.2150 -1.0483 -2.223 0.407 -1.986
C -0.2204 -1.2770 -0.8577 1.065 -2.243 2.328
C -1.3412 -1.3501 0.1210 -0.612 -1.526 -0.127
C -2.4347 -2.1333 -0.0929 0.656 1.078 0.214
H 1.3876 -0.0574 0.2667 0.629 -0.697 1.062
H 0.2113 0.9338 1.0146 -1.183 0.400 0.936
H 0.4798 0.3307 -2.0046 1.030 0.433 -0.238
H -1.0080 0.6567 -1.2857 0.667 -0.094 0.549
H -0.4902 -2.0141 -1.6266 0.424 0.877 -0.681
H 0.7040 -1.7127 -0.2935 -1.151 0.673 -1.178
H -1.0556 -0.7428 0.9782 -1.328 0.375 0.043
H -2.3339 -2.9767 -0.8140 -0.465 1.081 0.122
H -3.4254 -1.8595 0.3121 0.702 -0.838 0.351
H 2.1846 3.8413 2.1491 0.363 -1.552 -0.468
H 2.4358 2.5869 1.0899 -1.273 -0.116 0.751
O 2.4378 2.8839 2.0861 0.417 1.464 0.154
```
Positions in Å, forces in eV/Å.